# C2H5F3NO

2 unconnected molecules or ions with the total composition C2H5F3NO (ωB97M-V/def2-TZVPD, OMol25).

Structure (XYZ):
```
12
Properties=species:S:1:pos:R:3:lowdin_charge:R:1
H -0.24 -1.59 -0.72 0.13
H -1.77 1.67 1.18 0.17
F 2.19 0.84 -0.81 0.13
F 1.85 0.46 1.23 0.12
H -1.19 -0.70 1.13 0.21
C -0.20 -0.48 -0.68 -0.03
N 1.61 -0.03 0.01 -0.22
H 0.09 0.00 -1.52 0.06
O -1.50 1.36 0.33 0.28
F 2.42 -1.05 -0.08 0.16
C -1.21 0.05 0.20 -0.25
H -2.05 -0.55 -0.27 0.23
```

Its net charge is +1. The value obtained for the HOMO energy (spin up / spin down) is -11.6724 / -17.2255 eV. The value obtained for the frontier orbital gap (spin up / spin down) is 0.2854 / 0.2485 hartree. The spin multiplicity is 3. As for the expectation value of S²: 2.009.